Computed, not measured: C38H32MnN3OP2S3Te as an isolated structure, with ωB97M-V with the def2-TZVPD basis set.

Geometry as XYZ:
```
81
Properties=species:S:1:pos:R:3:mulliken_charge:R:1
Mn -1.05 1.33 -0.70 -0.114
Te 1.97 1.59 2.45 0.249
C 2.89 -0.19 3.24 0.026
C 2.34 -0.84 4.34 -0.181
C 2.90 -2.04 4.74 -0.462
N 3.94 -2.61 4.12 -0.624
C 4.46 -1.98 3.08 -0.389
C 3.97 -0.77 2.59 -0.130
C 0.86 0.29 1.18 -0.897
P -0.94 0.29 1.31 1.586
C -1.43 -1.47 1.43 0.151
C -0.51 -2.46 1.76 0.453
C -0.92 -3.78 1.85 -0.623
C -2.24 -4.12 1.62 -0.763
C -3.17 -3.13 1.32 -0.730
C -2.76 -1.81 1.23 -0.652
C -1.41 0.92 2.95 0.419
C -1.49 0.06 4.04 -0.472
C -1.74 0.57 5.30 -0.694
C -1.89 1.94 5.48 -0.518
C -1.82 2.80 4.39 -0.805
C -1.57 2.29 3.13 -0.260
P 1.03 0.36 -0.63 1.157
C 2.69 0.94 -1.06 0.850
C 2.92 2.31 -0.92 -0.660
C 4.18 2.84 -1.13 -0.766
C 5.23 2.00 -1.48 -0.567
C 5.00 0.65 -1.68 -0.763
C 3.73 0.11 -1.48 -0.355
C 1.02 -1.42 -1.08 0.764
C 0.08 -1.87 -1.99 -0.495
C 0.00 -3.22 -2.30 -0.771
C 0.86 -4.12 -1.70 -0.806
C 1.80 -3.67 -0.78 -0.841
C 1.88 -2.33 -0.46 -0.144
H 1.50 -0.42 4.86 0.437
H 2.50 -2.58 5.59 0.382
H 5.30 -2.46 2.60 0.392
H 4.43 -0.29 1.74 0.419
H 0.52 -2.19 1.95 0.360
H -0.20 -4.55 2.11 0.479
H -2.56 -5.15 1.68 0.374
H -4.21 -3.38 1.14 0.467
H -3.49 -1.04 1.01 0.520
H -1.37 -1.01 3.90 0.426
H -1.81 -0.10 6.15 0.439
H -2.08 2.34 6.47 0.391
H -1.95 3.86 4.53 0.418
H -1.53 2.95 2.27 0.171
H 2.09 2.96 -0.67 0.428
H 4.36 3.90 -1.00 0.445
H 6.22 2.40 -1.62 0.408
H 5.80 0.00 -1.99 0.442
H 3.55 -0.94 -1.65 0.484
H -0.61 -1.16 -2.44 0.042
H -0.75 -3.58 -3.00 0.451
H 0.80 -5.17 -1.94 0.401
H 2.46 -4.38 -0.30 0.433
H 2.59 -1.98 0.28 0.443
S -3.01 0.22 -1.42 -0.600
C -3.79 1.54 -0.60 1.049
S -2.73 2.81 -0.08 -0.439
C -5.15 1.55 -0.38 0.672
C -5.95 0.43 -0.74 -0.185
N -6.60 -0.48 -1.02 -0.558
C -5.82 2.66 0.20 -0.205
N -6.39 3.55 0.64 -0.523
O -0.73 2.27 -2.43 -0.572
S -0.27 1.67 -3.73 0.409
C 0.03 3.08 -4.84 -0.761
C -0.31 2.50 -6.21 -0.588
C -1.70 1.86 -6.06 -0.726
C -1.77 1.20 -4.67 -0.483
H 1.07 3.40 -4.74 0.410
H -0.64 3.87 -4.53 0.313
H 0.43 1.75 -6.49 0.305
H -0.32 3.27 -6.98 0.369
H -1.86 1.13 -6.85 0.290
H -2.47 2.62 -6.14 0.325
H -1.81 0.11 -4.71 0.422
H -2.60 1.54 -4.06 0.251
```

calculated total energy: -136135.646 eV
charge: 0
largest force on an atom: 0.0526 Eh/bohr
frontier orbital gap (alpha / beta): 6.28 / 5.99 eV
LUMO level (alpha / beta): -0.046 / -0.056 Ha